(1)
{
  "formula": "C43H42N3OPSTa",
  "method": "ωB97M-V/def2-TZVPD",
  "species": ["H", "H", "H", "C", "C", "C", "C", "C", "H", "H", "H", "C", "C", "H", "C", "H", "C", "H", "H", "H", "C", "S", "H", "C", "H", "H", "N", "C", "H", "C", "H", "Ta", "H", "H", "H", "C", "C", "H", "C", "H", "C", "C", "C", "H", "C", "P", "C", "H", "N", "C", "C", "H", "O", "H", "C", "C", "C", "C", "C", "H", "H", "H", "C", "C", "H", "H", "H", "C", "C", "C", "H", "H", "H", "C", "H", "H", "C", "N", "C", "C", "H", "H", "H", "C", "C", "C", "H", "H", "H", "C", "C", "C"],
  "positions_angstrom": [[2.32538, -5.28692, -1.20021], [-2.40614, -0.84591, -2.60203], [4.66445, -4.51843, -1.38459], [3.11753, -1.77343, -2.61159], [-1.73494, -3.84260, -4.95211], [2.53974, -4.29337, -1.57108], [-3.27588, -2.42427, -3.75778], [1.05076, 2.07359, 6.70372], [1.45443, 1.49434, 7.53470], [-2.55447, 2.96102, -4.64922], [-1.31697, -2.46389, 2.63614], [0.67674, -0.00629, 5.38901], [-1.05464, 2.63551, 2.54510], [-3.86629, -4.05389, -5.01891], [-1.96795, 4.05485, 4.30162], [-3.36725, 4.98515, -3.49264], [-2.70009, 4.34341, -1.56032], [2.00017, 1.78251, 1.21750], [-1.55235, -4.67697, -5.61540], [-1.43073, 1.18831, -3.40517], [4.14653, -2.60678, -2.20109], [-2.52930, 4.52330, 1.60856], [0.62698, 2.98901, 7.11566], [-2.07450, 3.32950, -0.85398], [-0.69586, 0.07448, 7.63939], [0.79074, -1.29645, -5.85596], [-0.02292, -0.22686, -1.65744], [3.11981, -1.00522, 2.72066], [0.48160, -3.82343, -1.93214], [1.68307, 0.54183, -6.47941], [5.17394, -2.28723, -2.31037], [-0.59661, 0.72325, -0.24561], [3.34670, -0.80761, -3.04506], [2.42669, 3.16230, -4.46107], [-3.03731, 5.24733, -1.06761], [-2.42409, 3.05960, -3.57972], [-0.62042, 2.10274, 4.85732], [3.91482, -1.38342, 3.35019], [-0.90509, -2.04694, -3.58211], [-1.94165, 0.33609, 6.41364], [1.79256, -2.19806, -2.48827], [-1.78917, 2.05503, -2.86563], [0.09370, -2.38907, 0.92934], [3.91591, 1.00001, 2.54964], [-1.37291, 3.23504, 5.23121], [0.48191, -1.09850, -2.99155], [-0.66626, -3.12734, -4.43647], [0.34579, -3.42171, -4.68790], [-1.04979, 2.47567, 1.14143], [2.14091, 1.79380, -6.08941], [2.07039, 2.18536, -4.75834], [1.73469, 0.24316, -7.51734], [-1.79125, -0.34973, 1.02178], [0.63309, -3.33450, 0.96001], [2.08748, -1.83919, 2.32214], [1.15446, -0.32720, -5.53936], [-1.81927, 3.40357, 0.57015], [-0.45524, 1.82121, 3.50994], [1.50513, -3.46691, -1.97453], [-2.44819, -1.92370, -0.16755], [1.49106, 1.63315, -2.77548], [1.52217, 0.26110, 4.74853], [1.08601, 0.06212, -4.20009], [-1.61829, 2.14202, -1.47115], [2.08749, -2.88033, 2.61538], [-1.59085, -3.66221, 1.39370], [-2.55334, 4.91174, 4.60716], [-1.10275, 0.80073, 6.93569], [3.85769, -3.86119, -1.68118], [-3.03556, -3.49228, -4.61314], [-4.29174, -2.15273, -3.50389], [-0.02035, -0.63176, 4.82208], [2.55281, 2.46914, -6.82728], [-2.88085, 4.19901, -2.93065], [-1.48857, 1.63433, 7.52110], [-0.04485, -2.17539, -0.13394], [-2.21379, -1.69848, -3.24312], [1.04752, -0.05911, 1.14776], [-2.34869, -1.73471, 0.89978], [-0.00296, 1.24106, 5.95611], [1.87619, 2.34991, 6.04478], [-3.32178, -1.71029, 1.38148], [1.06619, -0.61331, 6.20543], [-1.81215, 3.72845, 2.95723], [3.12482, 0.31244, 2.28647], [-1.30984, -2.62067, 1.55251], [-1.44492, -0.26874, 1.93438], [-1.49608, 3.46730, 6.27949], [0.15953, 0.98136, 3.21650], [1.54393, 1.32218, -3.81200], [2.06446, 0.74409, 1.52588], [1.06893, -1.37403, 1.50060]],
  "forces_ev_per_angstrom": [[0.00, 0.00, 0.00], [-0.02, 0.00, 0.00], [0.00, 0.00, 0.00], [-0.01, 0.02, 0.05], [-0.01, 0.00, -0.01], [0.01, 0.00, 0.00], [0.00, 0.01, 0.00], [0.00, -0.04, 0.00], [0.02, 0.00, 0.00], [-0.01, 0.00, 0.00], [0.06, -0.02, 0.00], [0.03, 0.07, -0.01], [-0.05, 0.08, -0.07], [0.00, 0.00, 0.00], [0.04, -0.11, 0.09], [0.01, 0.00, 0.00], [-0.01, -0.07, 0.06], [-0.01, 0.01, 0.00], [0.00, 0.00, 0.00], [0.01, 0.02, -0.01], [0.01, 0.01, 0.01], [-0.06, 0.13, -0.09], [-0.01, -0.01, 0.00], [0.03, 0.07, -0.26], [0.00, 0.02, 0.02], [0.00, 0.00, 0.00], [-0.31, -0.36, 0.17], [-0.01, 0.02, -0.02], [0.03, 0.01, 0.02], [0.01, 0.01, 0.00], [0.00, 0.00, 0.00], [0.14, 0.13, -0.37], [0.00, 0.00, -0.01], [0.00, 0.00, 0.00], [0.01, 0.00, 0.01], [-0.04, 0.02, -0.03], [0.02, 0.01, 0.12], [0.01, 0.00, -0.01], [-0.03, -0.04, 0.06], [0.01, -0.03, 0.00], [0.04, -0.02, -0.06], [-0.03, -0.11, 0.10], [-0.14, -0.16, -0.12], [0.00, -0.01, 0.00], [0.00, 0.01, -0.07], [0.15, 0.19, 0.06], [0.01, -0.02, 0.03], [0.00, 0.00, -0.01], [0.19, -0.25, 0.36], [-0.01, -0.01, -0.01], [0.00, 0.00, 0.01], [0.00, 0.00, 0.00], [-0.55, -0.25, -0.13], [-0.05, -0.01, 0.02], [0.00, 0.01, -0.06], [-0.03, -0.01, 0.00], [0.05, -0.01, 0.07], [0.04, -0.15, -0.09], [-0.04, 0.00, -0.05], [-0.02, 0.11, -0.02], [0.00, 0.00, 0.00], [-0.03, -0.03, 0.00], [-0.04, 0.04, -0.03], [0.35, 0.15, -0.11], [-0.01, 0.00, 0.01], [-0.06, 0.01, 0.02], [0.01, 0.00, 0.00], [0.00, -0.02, -0.01], [-0.01, -0.01, 0.00], [0.01, -0.01, -0.01], [0.00, 0.00, 0.00], [-0.03, -0.02, 0.00], [0.00, 0.00, 0.00], [0.00, -0.02, -0.03], [-0.01, 0.01, -0.02], [0.08, -0.04, 0.07], [0.01, 0.03, -0.04], [0.01, 0.26, -0.29], [0.37, -0.24, 0.19], [-0.01, -0.01, -0.03], [0.00, 0.01, 0.00], [0.00, -0.06, 0.02], [0.01, 0.01, 0.01], [0.02, 0.06, 0.19], [-0.01, 0.00, 0.05], [0.14, 0.14, -0.02], [-0.31, 0.35, 0.09], [0.01, 0.00, 0.01], [-0.03, 0.02, 0.01], [0.03, -0.01, 0.00], [-0.08, 0.11, 0.03], [0.12, -0.02, 0.14]],
  "lowdin_charge": [0.12, 0.08, 0.12, -0.05, -0.03, -0.05, -0.05, -0.02, 0.10, 0.13, 0.13, -0.06, -0.27, 0.13, -0.03, 0.13, 0.00, 0.13, 0.13, 0.07, -0.04, 1.27, 0.09, -0.26, 0.10, 0.11, -0.34, 0.01, 0.11, -0.03, 0.12, 1.84, 0.11, 0.12, 0.12, -0.03, -0.14, 0.14, -0.31, 0.10, -0.30, -0.10, -0.13, 0.13, 0.01, 0.95, -0.08, 0.12, -0.07, -0.03, -0.05, 0.13, -0.20, 0.12, 0.02, -0.05, -0.54, 0.02, -0.10, 0.12, 0.09, 0.07, -0.33, -0.24, 0.14, 0.14, 0.13, -0.03, -0.03, -0.03, 0.12, 0.08, 0.13, 0.00, 0.09, 0.07, -0.09, -0.06, -0.09, -0.55, 0.09, 0.15, 0.10, -0.44, -0.01, -0.12, 0.12, 0.13, 0.07, -0.10, -0.12, -0.24],
  "charge": 3,
  "orbital_gap_ev": 6.1
}

(2)
{
  "formula": "C43H42N7O8S3Ti",
  "method": "ωB97M-V/def2-TZVPD",
  "species": ["C", "H", "H", "C", "C", "H", "H", "H", "O", "O", "C", "C", "C", "H", "C", "H", "C", "H", "C", "Ti", "H", "C", "C", "C", "H", "O", "C", "C", "C", "H", "C", "H", "N", "N", "H", "H", "H", "C", "S", "C", "H", "C", "H", "C", "C", "H", "N", "N", "C", "H", "N", "C", "H", "C", "C", "H", "N", "H", "C", "O", "C", "C", "H", "S", "C", "C", "H", "S", "H", "C", "H", "C", "H", "C", "C", "N", "C", "O", "C", "H", "C", "O", "H", "C", "C", "H", "C", "H", "H", "H", "C", "H", "H", "H", "C", "H", "O", "H", "H", "H", "H", "O", "H", "C"],
  "positions_angstrom": [[-5.51344, 1.61900, 1.41612], [3.07255, -2.78642, 1.39881], [0.69750, 1.72023, 5.14435], [0.74795, 1.58224, 4.07063], [-1.36232, -1.62239, 6.17397], [-2.45658, -7.10877, 2.08614], [-1.26630, -3.72310, 3.50876], [2.75793, 1.97506, -4.39888], [-1.70020, -2.25918, -2.05122], [-1.51281, -0.50056, 8.36889], [6.49799, 3.00029, -5.56830], [-3.26174, 2.19226, -1.78403], [-1.75338, -6.51806, 1.51430], [1.32517, -1.54341, 0.22043], [-2.59570, -0.07288, -1.90279], [2.73441, -3.17758, -0.94670], [2.39089, 0.44609, -3.15545], [0.60553, 3.14214, -5.06444], [1.50669, 2.26269, 1.90202], [-1.06989, -1.13485, 1.51296], [-0.54374, -8.17728, 0.86906], [-5.19538, 0.23437, 1.34575], [-1.77852, -1.23081, -1.41778], [2.07731, -3.11738, 1.09019], [0.93046, -6.72614, -0.50915], [1.21345, -1.97553, 1.07621], [-0.09272, -4.91825, 0.04236], [-3.91890, -0.23804, 1.60659], [4.45256, 0.00682, -4.61327], [0.48358, 4.55520, 4.44269], [0.12408, -6.29644, 0.07364], [-1.05795, 4.04095, -2.65230], [-5.81365, 2.73401, 1.45701], [-7.16092, -1.30843, 0.70216], [1.83687, 3.60433, -2.87291], [-3.71589, -1.32278, -3.20599], [3.25319, -1.29677, -3.64722], [2.13854, 3.65243, 3.94727], [-3.48992, -1.89808, 1.54554], [1.44112, 2.47756, 3.31023], [-4.31340, 4.98147, -2.45585], [-1.43249, -2.84082, 5.42706], [4.86568, 1.56627, -2.37902], [0.11845, 0.46280, 3.47810], [-4.50757, 4.03202, -1.95645], [-0.01562, 5.07749, -3.63570], [2.23058, 1.69871, -3.58966], [3.40842, -0.30560, -3.72831], [5.81014, 1.80061, -5.62309], [0.92956, 0.98949, 0.30018], [0.20290, 0.26549, 2.10472], [-4.46553, 0.69603, -3.24351], [-5.25079, 0.51613, -3.96639], [5.99155, 3.17936, -3.22724], [5.16283, 1.30463, -4.49238], [-1.46891, 4.35343, -4.34104], [-0.82118, -1.69896, 3.41079], [0.87489, -4.59402, -1.81159], [-1.83200, -1.64760, 7.60126], [-3.28836, 3.51617, -1.42841], [6.57432, 3.70415, -4.37377], [0.16840, 2.96430, -4.07466], [5.74029, 1.23150, -6.54203], [-2.60775, 0.78653, 2.05367], [-4.28524, 1.93592, -2.68436], [-2.38996, 1.21604, -1.38296], [7.09872, 4.65032, -4.33099], [1.42849, -0.28675, -2.00633], [2.02714, 2.96089, 1.25552], [0.77112, -4.07013, -0.85824], [2.50350, 4.32051, 3.15770], [-0.89010, -0.51463, 5.55028], [2.69901, -4.75618, -0.14958], [-0.70270, -7.10561, 0.83030], [-0.64322, 4.18129, -3.64949], [-1.06291, -4.34256, 0.76349], [-1.89081, -5.14270, 1.44381], [1.32264, 4.36517, 4.87549], [5.29450, 1.98525, -3.28051], [-1.59134, 1.41824, -0.68978], [-3.59874, -0.31591, -2.82722], [-4.99803, 3.08175, -2.90772], [-2.91466, -1.82471, 7.59966], [1.28859, 2.68002, -3.08174], [-0.54640, -0.55998, 4.17376], [3.00054, 3.31711, 4.52628], [2.15984, -3.81009, -0.26353], [-1.37249, -2.49504, 8.11297], [-1.71797, -3.76413, 5.91824], [-5.22906, 4.15273, -1.14997], [-1.18471, -2.81970, 4.09395], [-2.71787, -4.66151, 1.94984], [6.09052, 3.69942, -2.28229], [-0.47336, 2.08257, -4.14813], [-6.26748, -0.63380, 0.98566], [0.25466, -3.13995, -1.06313], [-1.15612, -1.05428, -0.25045], [6.98235, 3.38825, -6.45631], [1.69356, -3.79893, 1.84907], [0.87266, 2.30742, -2.14949], [-1.87865, 0.27081, 7.92518], [4.79415, -0.83920, -5.39770], [-0.76537, 0.41535, 6.09218], [0.89299, 1.17460, 1.36422]],
  "forces_ev_per_angstrom": [[-0.01, 0.17, -0.03], [0.04, -0.07, 0.08], [-0.02, -0.01, -0.04], [0.06, 0.42, -0.12], [0.20, 0.17, -0.01], [0.00, 0.04, 0.00], [-0.08, -0.02, -0.12], [0.14, 0.11, -0.09], [0.07, 0.08, 0.17], [0.00, -0.04, -0.02], [0.08, 0.09, -0.04], [-0.07, -0.11, -0.07], [-0.02, -0.03, 0.00], [0.16, 0.14, -0.13], [0.17, 0.09, 0.31], [-0.02, -0.05, -0.06], [-0.16, -0.07, 0.45], [-0.04, -0.05, 0.01], [-0.04, -0.24, -0.27], [-0.81, 0.79, 2.56], [-0.01, 0.03, -0.02], [0.00, -0.06, -0.07], [-0.05, -0.18, -0.30], [0.05, 0.02, -0.02], [-0.01, 0.04, -0.01], [0.10, -0.55, -0.30], [-0.06, -0.08, -0.05], [-0.21, 0.10, 0.18], [-0.52, -0.10, 0.47], [-0.03, -0.08, -0.02], [-0.05, -0.09, 0.05], [-0.09, 0.02, 0.04], [0.08, -0.09, -0.06], [0.16, 0.10, 0.03], [0.04, -0.05, 0.03], [0.01, 0.03, 0.04], [-0.08, -0.15, -0.01], [-0.14, -0.06, -0.08], [-0.02, -0.33, -0.10], [-0.12, 0.00, 0.45], [0.03, -0.04, -0.06], [-0.07, -0.07, -0.14], [-0.08, 0.04, 0.01], [-0.16, -0.40, 0.37], [0.09, -0.10, 0.05], [-0.05, -0.02, 0.00], [0.22, -0.25, -0.07], [0.17, 0.41, -0.17], [-0.27, -0.10, -0.08], [-0.06, -0.01, -0.11], [-0.22, 0.17, 0.14], [-0.07, 0.02, -0.11], [0.00, -0.02, 0.08], [0.09, 0.12, 0.09], [0.31, 0.44, 0.09], [-0.01, 0.02, 0.06], [0.01, -0.26, 0.68], [0.03, 0.05, -0.01], [0.04, 0.04, -0.05], [0.09, 0.12, -0.04], [-0.03, -0.12, 0.02], [0.02, 0.04, -0.02], [0.03, 0.05, 0.01], [0.16, -0.30, -0.34], [0.09, 0.04, 0.13], [-0.06, 0.00, -0.03], [0.02, -0.03, 0.00], [0.00, 0.14, -0.25], [0.00, -0.05, 0.03], [0.05, -0.10, 0.22], [0.03, 0.02, 0.03], [-0.15, -0.17, 0.39], [0.07, 0.07, 0.06], [0.07, -0.02, -0.03], [0.07, -0.05, -0.05], [0.05, -0.03, -0.13], [0.09, 0.09, -0.04], [0.11, 0.04, -0.01], [-0.17, -0.21, -0.07], [0.02, 0.00, 0.20], [-0.05, -0.10, -0.06], [0.01, 0.08, -0.10], [-0.04, -0.01, 0.06], [-0.18, 0.08, -0.07], [0.70, 0.19, -0.47], [0.04, 0.05, 0.01], [-0.23, 0.10, 0.04], [0.02, 0.02, 0.06], [-0.02, 0.01, -0.09], [-0.11, -0.09, 0.14], [0.08, -0.05, 0.33], [-0.01, 0.16, 0.07], [-0.03, -0.01, -0.03], [0.03, 0.00, -0.02], [-0.10, -0.14, 0.00], [-0.12, 0.09, -0.03], [0.18, 0.19, -3.26], [-0.05, -0.02, 0.02], [-0.11, 0.07, 0.06], [0.06, -0.05, 0.08], [-0.05, 0.00, -0.02], [0.39, -0.34, -0.45], [-0.02, -0.03, -0.06], [0.32, 0.29, 0.11]],
  "lowdin_charge": [-0.26, 0.12, 0.12, 0.03, -0.21, 0.10, 0.08, 0.13, 0.08, -0.06, -0.07, -0.21, -0.07, 0.00, -0.13, 0.10, -0.78, 0.11, -0.04, 0.72, 0.10, -0.39, -0.55, -0.21, 0.11, -0.14, -0.27, -1.09, -0.41, 0.09, -0.03, 0.07, 0.13, 0.12, 0.13, 0.12, 0.12, -0.23, 0.63, -0.22, 0.13, -0.04, 0.12, -0.27, -0.13, 0.07, 0.01, 0.09, -0.02, 0.05, -0.12, 0.02, 0.12, -0.07, -0.16, 0.08, -0.08, 0.12, -0.23, 0.01, -0.08, -0.24, 0.12, 0.72, -0.21, 0.05, 0.10, 0.81, 0.10, -0.14, 0.11, 0.03, 0.11, -0.08, -0.10, 0.14, -0.15, -0.07, -0.03, 0.10, -0.01, 0.03, 0.13, -0.21, -0.25, 0.12, -0.17, 0.12, 0.10, 0.12, -0.14, 0.08, 0.11, 0.11, -0.27, 0.07, -0.27, 0.10, 0.12, 0.08, 0.08, 0.11, 0.11, -0.14],
  "charge": -1,
  "orbital_gap_ev": [3.9, 3.9]
}